Entry 1:
The following is a quantum chemistry calculation of 4 unconnected molecules or ions with the total composition C2H15N2O3, from the OMol25 dataset.

The geometry in XYZ format:
```
22
C2H15N2O3, DFT wB97M-V/def2-TZVPD
H 0.97 -1.03 2.12
H -3.40 -1.20 0.83
H -1.87 1.19 -2.02
O 3.49 -0.97 -0.48
O 0.70 -0.81 1.22
H 5.86 -0.63 1.33
H -0.47 0.25 -0.45
O 5.94 0.09 0.69
H -1.48 0.65 0.83
N -1.12 0.97 -0.08
H 1.31 -1.27 0.62
H -0.55 1.84 0.00
H -4.52 -0.02 0.72
C -2.27 1.14 -1.01
H -2.84 -0.96 -1.34
H 3.48 -1.50 -1.28
H 6.04 0.91 1.20
H 4.41 -0.67 -0.42
H -4.11 0.25 -1.44
N -3.56 -0.24 0.54
C -3.21 -0.04 -0.88
H -2.81 2.03 -0.69
```

As for the molecular weight: 115.2 u. The value obtained for the maximum force is 0.89 eV/A. Its energy above the lowest of the compared OMol25 structures with the same formula, charge and spin is 0.0 kcal per mole. The LUMO energy (alpha / beta) is 0.743 / 0.637 eV. As for the spin multiplicity: 2. As for the expectation value of S²: 0.7506. The calculation puts the orbital gap (alpha / beta) at 3.43 / 10.68 eV.

Charges per atom according to natural (NBO) partitioning, unit e:
1. H 0.468
2. H 0.370
3. H 0.209
4. O -0.993
5. O -1.019
6. H 0.478
7. H 0.340
8. O -0.959
9. H 0.428
10. N -0.971
11. H 0.487
12. H 0.297
13. H 0.369
14. C -0.395
15. H 0.204
16. H 0.460
17. H 0.484
18. H 0.491
19. H 0.189
20. N -0.874
21. C -0.266
22. H 0.204


Entry 2:
The following is a quantum chemistry calculation of 5 unconnected molecules or ions with the total composition C2H15NO4S in a non-equilibrium geometry, from the OMol25 dataset.

The geometry in XYZ format:
```
23
C2H15NO4S, DFT wB97M-V/def2-TZVPD
O -3.47 1.72 0.08
C 0.31 0.70 2.85
H -3.15 1.42 0.95
N -0.62 1.01 1.78
H -0.23 1.45 0.95
H 2.96 1.49 2.20
H -0.05 1.09 -1.60
O 0.16 -1.69 -2.68
H -1.57 -1.80 -4.80
H -0.21 -2.52 -2.35
O -0.55 0.49 -1.04
H 0.61 1.66 3.26
S 3.04 0.23 1.68
C 1.45 -0.27 2.51
H -0.18 -0.36 -1.33
H 1.58 -0.83 3.43
H 1.08 -0.93 1.75
H -1.06 0.18 1.42
H -3.12 -1.88 -4.73
H 1.06 -1.65 -2.34
O -2.36 -1.90 -5.32
H -2.78 1.26 -0.43
H -0.20 0.17 3.71
```

As for the molecular weight: 149.2 u. The value obtained for the maximum force is 1.94 eV/A. Its SMILES is NCCS.O.O.O.O. Its energy above the lowest of the compared OMol25 structures with the same formula, charge and spin is 21.1 kcal per mole. The LUMO energy is -0.147 eV. The calculation puts the orbital gap at 9.05 eV.

Charges per atom according to natural (NBO) partitioning, unit e:
1. O -0.941
2. C -0.230
3. H 0.468
4. N -0.846
5. H 0.381
6. H 0.129
7. H 0.474
8. O -0.947
9. H 0.475
10. H 0.484
11. O -0.973
12. H 0.199
13. S -0.078
14. C -0.512
15. H 0.485
16. H 0.208
17. H 0.205
18. H 0.346
19. H 0.471
20. H 0.481
21. O -0.946
22. H 0.472
23. H 0.195


Entry 3:
The following is a quantum chemistry calculation of 5 unconnected molecules or ions with the total composition C2H15NO4S in a non-equilibrium geometry, from the OMol25 dataset.

The geometry in XYZ format:
```
23
C2H15NO4S, DFT wB97M-V/def2-TZVPD
O 3.47 -4.01 0.34
H 2.72 -4.59 0.36
H -0.30 -1.54 -0.05
O -1.47 -0.59 2.41
H -1.53 0.35 2.23
S 0.14 1.69 -2.76
N -2.03 2.26 -0.10
H -0.22 0.82 -0.42
H 0.84 -3.09 0.85
C -0.65 2.76 -0.25
H -1.78 -1.03 1.59
H -2.70 2.56 -0.79
O -1.26 -1.40 -0.12
H 1.23 1.70 -0.67
H 1.44 1.73 -3.00
H -1.43 -0.54 -0.51
C 0.18 1.67 -0.96
H -2.42 2.29 0.83
H 1.88 -1.91 1.01
H -0.25 2.92 0.75
H -0.55 3.73 -0.75
O 1.30 -2.38 0.41
H 3.40 -3.40 -0.41
```

As for the molecular weight: 149.2 u. The value obtained for the maximum force is 1.57 eV/A. Its SMILES is NCCS.O.O.O.O. Its energy above the lowest of the compared OMol25 structures with the same formula, charge and spin is 20.5 kcal per mole. The LUMO energy is 0.372 eV. The calculation puts the orbital gap at 9.66 eV.

Charges per atom according to natural (NBO) partitioning, unit e:
1. O -0.949
2. H 0.469
3. H 0.502
4. O -0.974
5. H 0.453
6. S -0.033
7. N -0.887
8. H 0.209
9. H 0.487
10. C -0.231
11. H 0.498
12. H 0.376
13. O -0.980
14. H 0.224
15. H 0.127
16. H 0.481
17. C -0.550
18. H 0.373
19. H 0.496
20. H 0.198
21. H 0.192
22. O -0.962
23. H 0.481


Entry 4:
The following is a quantum chemistry calculation of 5 unconnected molecules or ions with the total composition C2H15NO5, from the OMol25 dataset.

The geometry in XYZ format:
```
23
C2H15NO5, DFT wB97M-V/def2-TZVPD
H -2.07 2.08 2.16
O -1.38 2.33 1.54
H -0.22 -1.09 0.30
H 4.30 0.56 0.18
H 2.62 -1.77 2.69
C -0.83 -0.55 -1.58
H -2.94 -0.19 0.33
H 1.91 -0.03 -1.43
O 1.41 0.51 -2.05
H 1.20 -1.80 2.19
O 1.92 -1.20 2.34
H -1.41 -2.13 -0.35
H -1.83 -0.13 -1.66
N -0.64 -1.51 -0.51
O 3.55 0.00 -0.03
H 3.32 -0.43 0.80
H 0.13 1.18 -0.59
H -0.42 1.35 -2.22
C 0.10 0.66 -1.55
O -3.76 0.32 0.31
H -3.56 1.21 0.02
H -0.71 1.65 1.68
H -0.69 -1.01 -2.56
```

As for the molecular weight: 133.1 u. The value obtained for the maximum force is 0.85 eV/A. Its SMILES is NCCO.O.O.O.O. Its energy above the lowest of the compared OMol25 structures with the same formula, charge and spin is 24.6 kcal per mole. The LUMO energy is 0.083 eV. The calculation puts the orbital gap at 9.44 eV.

Charges per atom according to natural (NBO) partitioning, unit e:
1. H 0.472
2. O -0.938
3. H 0.352
4. H 0.476
5. H 0.476
6. C -0.253
7. H 0.470
8. H 0.487
9. O -0.719
10. H 0.476
11. O -0.948
12. H 0.371
13. H 0.170
14. N -0.868
15. O -0.959
16. H 0.484
17. H 0.151
18. H 0.180
19. C -0.071
20. O -0.950
21. H 0.479
22. H 0.467
23. H 0.193


Entry 5:
The following is a quantum chemistry calculation of 6 unconnected molecules or ions with the total composition C2H15NO7 in a non-equilibrium geometry, from the OMol25 dataset.

The geometry in XYZ format:
```
25
C2H15NO7, DFT wB97M-V/def2-TZVPD
N -1.07 -1.20 -0.79
H -2.77 2.80 -0.41
H 3.44 1.50 -1.26
O -0.82 0.30 2.42
H 1.06 -3.27 -0.30
H 2.41 0.39 2.96
O 0.14 1.59 -0.39
H -1.62 -0.44 -0.35
O -0.06 -1.85 1.19
O -2.43 2.36 0.38
H 1.30 -0.30 2.10
O 2.99 2.01 -0.57
H -0.24 -0.97 -2.59
O 0.69 -2.53 -0.81
H 0.31 0.87 0.28
H -1.41 -2.31 -2.47
C -1.27 -1.22 -2.28
C -0.17 -1.80 -0.02
H 2.76 1.31 0.05
H 0.78 1.36 -1.07
H -0.97 -0.66 2.33
H -1.58 2.04 0.05
O 2.21 -0.03 2.12
H -2.05 -0.57 -2.62
H -1.63 0.64 2.03
```

As for the molecular weight: 165.1 u. The value obtained for the maximum force is 4.49 eV/A. Its SMILES is CNC(=O)O.O.O.O.O.O. Its energy above the lowest of the compared OMol25 structures with the same formula, charge and spin is 0.0 kcal per mole. The LUMO energy is 0.263 eV. The calculation puts the orbital gap at 10.73 eV.

Charges per atom according to natural (NBO) partitioning, unit e:
1. N -0.621
2. H 0.466
3. H 0.460
4. O -0.975
5. H 0.506
6. H 0.480
7. O -0.966
8. H 0.412
9. O -0.689
10. O -0.971
11. H 0.496
12. O -0.940
13. H 0.213
14. O -0.724
15. H 0.487
16. H 0.218
17. C -0.410
18. C 0.879
19. H 0.483
20. H 0.489
21. H 0.493
22. H 0.491
23. O -0.978
24. H 0.224
25. H 0.477


Entry 6:
The following is a quantum chemistry calculation of 5 unconnected molecules or ions with the total composition C2H16NO4S in a non-equilibrium geometry, from the OMol25 dataset.

The geometry in XYZ format:
```
24
C2H16NO4S, DFT wB97M-V/def2-TZVPD
H 2.56 -1.86 0.77
C -0.64 0.11 -1.09
O -0.15 1.68 2.19
H 0.80 3.70 -0.01
S -0.62 -1.08 -3.73
H 0.91 -0.54 0.27
H -0.86 -1.94 -1.59
O -2.22 -2.21 1.20
H 0.56 2.32 2.27
N -0.11 -0.20 0.28
H 0.04 0.62 0.94
H -1.71 0.32 -1.08
H -0.27 1.06 -1.40
H 0.79 -1.43 -1.91
O 1.09 2.79 -0.19
C -0.25 -1.11 -1.92
H -2.58 -1.76 1.98
H -1.89 -3.04 1.59
H 2.81 -0.61 1.68
H -0.85 1.88 2.83
H -0.60 -0.88 0.88
H 1.48 2.95 -1.06
O 2.21 -1.01 1.04
H -0.48 0.23 -3.93
```

As for the molecular weight: 150.2 u. The value obtained for the maximum force is 2.44 eV/A. Its energy above the lowest of the compared OMol25 structures with the same formula, charge and spin is 1.6 kcal per mole. The LUMO energy is -2.945 eV. The calculation puts the orbital gap at 8.99 eV. The net charge is +1.

Charges per atom according to natural (NBO) partitioning, unit e:
1. H 0.505
2. C -0.234
3. O -0.964
4. H 0.482
5. S -0.005
6. H 0.456
7. H 0.235
8. O -0.950
9. H 0.505
10. N -0.757
11. H 0.470
12. H 0.232
13. H 0.230
14. H 0.221
15. O -0.959
16. C -0.537
17. H 0.480
18. H 0.486
19. H 0.512
20. H 0.507
21. H 0.444
22. H 0.482
23. O -0.958
24. H 0.118


Entry 7:
The following is a quantum chemistry calculation of a molecular structure, C2H16O8Tl in a non-equilibrium geometry, from the OMol25 dataset.

The geometry in XYZ format:
```
27
C2H16O8Tl, DFT wB97M-V/def2-TZVPD
H 2.47 0.95 -2.25
H 0.65 -0.72 -2.46
O -1.96 0.16 0.35
H 2.28 0.43 1.88
O 1.49 0.79 1.49
H -0.56 -3.30 0.00
O -0.79 -2.42 -0.33
O -0.12 1.95 -0.34
C -2.32 1.34 -0.38
H -1.65 -2.58 -0.68
H -1.51 3.41 -0.28
H -0.86 -0.90 -2.62
O 2.13 0.74 -1.36
H -0.30 -2.11 2.37
H -3.39 1.46 -0.19
H 1.93 -2.34 -0.40
H -1.47 2.47 1.23
H 2.32 -1.64 0.90
H -2.10 1.03 -1.40
H -0.31 -0.52 2.83
H 1.50 1.71 1.85
Tl 0.07 -0.05 0.17
H 2.84 0.82 -0.74
O -0.19 -0.47 -2.02
O -0.46 -1.15 2.06
O 1.72 -1.55 0.15
C -1.39 2.48 0.16
```

As for the molecular weight: 372.5 u. The value obtained for the maximum force is 5.09 eV/A. The LUMO energy is -4.090 eV. The calculation puts the orbital gap at 6.85 eV. The net charge is +1.

Charges per atom according to Mulliken partitioning, unit e:
1. H 0.269
2. H 0.289
3. O -0.707
4. H 0.249
5. O -0.526
6. H 0.252
7. O -0.446
8. O -0.769
9. C -0.370
10. H 0.248
11. H 0.407
12. H 0.275
13. O -0.478
14. H 0.314
15. H 0.354
16. H 0.270
17. H 0.183
18. H 0.256
19. H 0.183
20. H 0.334
21. H 0.304
22. Tl 1.927
23. H 0.258
24. O -0.567
25. O -0.581
26. O -0.486
27. C -0.444


Entry 8:
The following is a quantum chemistry calculation of 6 unconnected molecules or ions with the total composition C2H17NO5S in a non-equilibrium geometry, from the OMol25 dataset.

The geometry in XYZ format:
```
26
C2H17NO5S, DFT wB97M-V/def2-TZVPD
H 2.57 -1.36 0.71
O -2.36 2.27 3.14
O -2.03 -0.58 -1.27
C 1.83 -2.13 -0.99
H -0.27 2.39 -0.22
H 0.89 -2.56 -1.29
H -0.95 -1.24 2.52
O -1.16 2.12 -0.54
H -0.54 0.98 1.82
C 2.07 -0.87 -1.82
H 1.01 -1.07 0.56
H -1.76 0.30 -0.96
S 1.61 -1.23 -3.56
H -2.50 2.72 2.30
H 1.53 0.04 -1.57
H 2.65 -2.83 -1.12
H -0.02 2.15 2.62
H -2.70 1.38 3.06
O -0.96 -0.92 1.60
H 1.70 0.03 -4.02
H -1.54 3.01 -0.63
H 3.10 -0.50 -1.90
H -2.41 -0.42 -2.14
N 1.71 -1.81 0.43
H -1.76 -1.34 1.26
O 0.28 1.49 1.98
```

As for the molecular weight: 167.2 u. The value obtained for the maximum force is 1.65 eV/A. The LUMO energy (alpha / beta) is -3.694 / -8.786 eV. As for the spin multiplicity: 2. As for the expectation value of S²: 0.7536. The calculation puts the orbital gap (alpha / beta) at 9.94 / 4.53 eV. The net charge is +1.

Charges per atom according to natural (NBO) partitioning, unit e:
1. H 0.356
2. O -0.945
3. O -0.976
4. C -0.263
5. H 0.496
6. H 0.222
7. H 0.488
8. O -0.975
9. H 0.492
10. C -0.557
11. H 0.389
12. H 0.498
13. S 0.622
14. H 0.473
15. H 0.285
16. H 0.225
17. H 0.488
18. H 0.475
19. O -0.967
20. H 0.154
21. H 0.486
22. H 0.281
23. H 0.472
24. N -0.723
25. H 0.494
26. O -0.990